(1)
17
Properties=species:S:1:pos:R:3:forces:R:3:lowdin_charge:R:1 method="wB97M-V/def2-TZVPD" charge=-2 orbital_gap_ev=6.233 homo_energy_ha=0.0098
H 0.45343 -1.74091 -2.46372 -0.072 -0.100 0.115 0.068
H -1.02381 -2.00061 -1.54848 -0.886 0.372 0.010 0.014
C 0.06157 2.02218 1.79329 -1.684 0.958 2.221 -0.104
H -1.07778 1.69863 1.87578 2.380 0.510 0.190 0.117
C 0.66545 1.13088 0.84382 -3.405 -3.170 -4.751 -0.311
O -2.68672 -1.17776 -1.20615 0.191 -0.673 -0.308 -0.457
H 0.64926 1.95600 2.73685 -0.731 -0.349 -0.067 0.064
C 0.03975 -1.93151 -1.45711 1.222 1.094 -0.848 -0.065
H 0.06709 3.11260 1.65402 0.018 -0.239 -0.889 0.056
H 0.37009 -2.90907 -1.18835 0.794 -0.601 0.863 0.044
O -3.12088 1.23927 -0.72904 0.618 -0.259 0.842 -0.516
O -2.54369 -0.41777 1.20135 -0.168 -0.042 2.000 -0.444
O 1.71088 -0.56502 -0.14122 -0.462 0.460 0.359 -0.142
C 0.36261 -0.73230 -0.58939 0.819 0.441 -0.173 -0.372
C -0.46599 0.26932 -0.30981 1.362 0.712 2.948 -0.013
P -2.45239 -0.04978 -0.23039 -0.173 1.904 -2.144 0.025
N 1.80018 0.58348 0.75923 0.177 -1.017 -0.368 0.036

***

(2)
9
Properties=species:S:1:pos:R:3:forces:R:3:mulliken_spin:R:1 method="wB97M-V/def2-TZVPD" multiplicity=3 charge=0 orbital_gap_ev="6.471 / 6.565" s_squared=2.02 homo_energy_ha="-0.2486 / -0.3292"
S 1.15652 -2.40277 1.40520 -1.641 -0.096 1.166 0.056
S -1.60252 -2.39446 0.47851 0.202 -1.955 0.084 0.892
H 0.35056 1.30304 -0.39982 0.345 -0.575 0.009 0.078
H 0.19989 -2.33267 2.45675 1.344 0.031 -1.042 0.002
H 0.88247 -0.51507 -0.40740 -0.787 0.543 0.126 0.040
C -1.16769 0.04012 0.09814 0.024 1.074 0.399 0.931
H -2.12393 0.55294 0.40541 1.504 -0.448 -0.602 0.028
O -0.01957 -2.77235 0.23835 -0.443 0.132 0.119 0.153
C 0.08696 0.23486 -0.23286 -0.548 1.293 -0.259 -0.179

***

(3)
14
Properties=species:S:1:pos:R:3:forces:R:3:lowdin_charge:R:1 method="wB97M-V/def2-TZVPD" charge=0 orbital_gap_ev=9.866 homo_energy_ha=-0.3181
H 1.84930 -0.05988 1.28371 -0.847 -0.374 -1.361 0.088
H 0.31198 -0.10677 -1.64603 0.760 0.037 1.218 0.145
H -0.69634 -1.50944 0.90734 0.387 0.223 0.771 0.103
H -0.30158 1.30373 0.95466 -0.526 0.169 -0.610 0.117
H -0.84577 1.96761 -0.61187 0.084 -0.200 -0.307 0.102
C 0.32838 -0.04856 -0.51614 -1.834 -1.075 -0.199 -0.313
H -2.40560 0.08111 0.79335 0.689 0.431 -0.792 0.116
H 2.31688 -0.83167 -0.33729 0.155 0.113 0.438 0.059
H -1.08929 -1.81095 -0.66416 -0.638 -1.460 -1.773 0.070
C 1.71023 -0.06735 0.15790 0.582 2.491 -1.231 -0.092
C -0.85721 -1.01740 -0.04252 2.056 0.336 0.762 -0.204
H 2.12160 0.98258 -0.18082 -0.181 -1.937 0.666 0.104
N -1.76766 0.08511 -0.02167 -1.657 0.164 0.233 -0.068
C -0.67492 1.03186 -0.07646 0.970 1.083 2.186 -0.227

***

Energy above the lowest of the compared OMol25 structures with the same formula, charge and spin (eV)
1.6992 3.7591 1.4888
F_max (eV Å⁻¹)
6.6 2.0 2.8